[1]
{"formula": "C4H10N2O", "method": "ωB97M-V with the def2-TZVPD basis set", "orbital_gap_ev": [8.78, 8.78], "largest_force_ev_per_a": 2.069, "e_homo_ev": [-7.98, -7.98], "energy_ha": -342.97679, "species": ["C", "C", "C", "N", "C", "O", "N", "H", "H", "H", "H", "H", "H", "H", "H", "H", "H"], "coordinates": [[1.68091, -1.07238, 0.67712], [0.54856, 2.02443, 0.33519], [-1.71156, 0.24457, -1.00082], [-0.20167, -1.24705, 0.31083], [-0.41385, -0.08248, -0.32834], [-0.82527, -2.36565, -0.32341], [0.59927, 0.72201, -0.28401], [-1.15279, -2.89432, 0.41447], [2.11765, -1.41951, -0.25151], [2.19307, -0.21739, 1.09691], [1.60451, -1.85898, 1.41886], [1.57079, 2.35102, 0.53905], [0.12603, 2.75286, -0.36695], [-0.02488, 2.05729, 1.27051], [-2.20422, -0.65877, -1.35346], [-2.35963, 0.76883, -0.29493], [-1.54693, 0.89552, -1.85953]], "atomic_forces_ev_per_a": [[-1.3893, -1.5327, -0.0432], [-0.2836, 0.5299, -1.3032], [-0.2600, -0.0619, 0.1299], [1.5028, 0.4778, -0.4548], [0.0999, 0.8409, -0.4478], [0.5379, 0.0767, 0.4179], [0.2615, -0.5695, 1.4642], [0.0147, 0.0429, -0.0362], [-0.0436, 0.1204, 0.0120], [-0.4733, 0.1957, -0.1114], [0.2243, -0.2274, -0.0322], [-0.0432, -0.0272, 0.0735], [-0.0884, 0.3650, 0.2192], [0.0417, -0.1656, -0.1523], [-0.0966, -0.0098, 0.1552], [-0.1248, -0.0647, -0.0326], [0.1199, 0.0095, 0.1417]]}


[2]
{"formula": "C3H2N2O", "method": "ωB97M-V with the def2-TZVPD basis set", "orbital_gap_ev": [7.72, 7.72], "largest_force_ev_per_a": 1.180, "e_homo_ev": [-10.70, -10.70], "energy_ha": -300.11286, "species": ["O", "C", "C", "N", "C", "N", "H", "H"], "coordinates": [[-0.63672, -0.07651, 0.99473], [-0.41704, 0.19747, -0.22016], [-0.61401, 1.55564, -0.64855], [-0.77742, 2.63351, -1.03679], [1.66171, -0.91559, 0.04222], [1.22335, -1.79355, 0.69323], [-0.14795, -0.99472, 1.14196], [-0.27834, -0.56507, -0.97712]], "atomic_forces_ev_per_a": [[0.0659, 0.0817, -0.3868], [-0.2821, -0.0411, 0.3233], [-0.0949, 1.0104, -0.3545], [0.1572, -1.1045, 0.3857], [-0.3303, -0.8453, 0.5986], [0.3644, 0.8008, -0.5751], [0.0765, 0.0280, -0.0644], [0.0431, 0.0700, 0.0732]]}